Entry from OMol25: the molecule C5H4N2O (ωB97M-V with the def2-TZVPD basis set).

```
12
Properties=species:S:1:pos:R:3:nbo_charge:R:1
O 2.50939 -0.17636 0.28565 -0.512
C 1.27185 -0.06539 0.01640 0.710
N 0.48810 -1.20004 -0.35866 -0.466
C -0.77854 -1.49758 -0.10699 0.131
C -1.95092 -0.58217 0.17705 -0.233
C -1.73683 0.81306 0.07547 -0.211
C -0.41920 1.44865 -0.15223 0.131
N 0.75885 1.22539 -0.05251 -0.413
H -1.01781 -2.61008 0.02432 0.202
H -2.93876 -1.01370 0.74429 0.251
H -2.58205 1.63785 0.15173 0.244
H -0.58325 2.52002 -0.38552 0.166
```

ΔE to the lowest compared entry with this formula, charge and spin ... 68.7 kcal per mole
Max |F| ... 7.2 eV/Å
HOMO level ... -9.66 eV
HOMO-LUMO gap ... 0.2979 hartree
SMILES string ... O=c1nccccn1
Charge ... 0

=====

Entry from OMol25: the molecule C5H4N2O (ωB97M-V with the def2-TZVPD basis set).

```
12
Properties=species:S:1:pos:R:3:nbo_charge:R:1
C 1.88070 0.25219 0.07041 0.133
C 0.61674 -1.88756 0.03919 -0.408
C -0.69572 -1.42403 -0.02211 0.340
C 1.70527 -1.08892 0.35951 -0.023
C -0.61212 0.90973 0.58085 0.334
N 1.90253 1.43211 -0.04961 -0.315
N -0.78966 2.02853 -0.05065 -0.763
O -1.08898 -0.15517 -0.14204 -0.514
H 0.65427 -2.91541 0.01664 0.218
H -1.59882 -2.04435 -0.26482 0.199
H -0.68176 2.82700 0.49451 0.414
H -1.29244 2.06588 -1.03188 0.385
```

ΔE to the lowest compared entry with this formula, charge and spin ... 138.0 kcal per mole
Max |F| ... 4.6 eV/Å
HOMO level (alpha / beta) ... -8.20 / -8.19 eV
HOMO-LUMO gap (alpha / beta) ... 0.2391 / 0.2390 hartree
Charge ... 0

=====

Entry from OMol25: a structure of composition C5H4N2O (ωB97M-V with the def2-TZVPD basis set).

```
12
Properties=species:S:1:pos:R:3:nbo_charge:R:1
C 2.01981 -0.41739 -0.39247 -0.083
C 0.24123 -0.38113 0.60225 0.195
C -0.96692 -0.13633 1.22190 0.019
C -1.49498 0.87496 -0.82947 0.204
C 0.57897 0.06518 -0.58728 0.136
H 2.73703 0.35284 -0.08241 0.222
H 2.28111 -1.14929 -1.10081 0.212
H -1.27273 -0.54005 2.24398 0.219
H -2.28811 1.33700 -1.47689 0.193
N -1.86445 0.44507 0.41085 -0.427
N -0.29714 0.67838 -1.41547 -0.411
O 1.42565 -0.98705 0.91987 -0.480
```

ΔE to the lowest compared entry with this formula, charge and spin ... 42.2 kcal per mole
Max |F| ... 4.3 eV/Å
HOMO level ... -9.45 eV
HOMO-LUMO gap ... 0.3632 hartree
Charge ... 0

=====

Entry from OMol25: the molecule C5H4N2O (ωB97M-V with the def2-TZVPD basis set).

```
12
Properties=species:S:1:pos:R:3:nbo_charge:R:1
C -1.02857 -2.56360 -1.00624 -0.142
C -1.32025 -1.41931 -1.14894 -0.065
C -1.53563 -0.06482 -1.34701 0.017
N -2.35119 0.41121 -2.18684 -0.037
O -2.31799 1.73426 -2.21507 -0.134
N -1.32421 2.17952 -1.32913 -0.112
C -0.80659 1.14503 -0.74388 0.159
C 0.25233 1.27359 0.30499 -0.670
H -0.69840 -3.57735 -1.09778 0.242
H 1.09239 0.59231 0.14000 0.242
H 0.62651 2.36521 0.13694 0.248
H -0.15328 1.33231 1.40148 0.251
```

ΔE to the lowest compared entry with this formula, charge and spin ... 92.5 kcal per mole
Max |F| ... 4.2 eV/Å
HOMO level ... -10.14 eV
HOMO-LUMO gap ... 0.3948 hartree
SMILES string ... C#Cc1nonc1C
Charge ... 0

=====

Entry from OMol25: a structure of composition C5H4N2O (ωB97M-V with the def2-TZVPD basis set).

```
12
Properties=species:S:1:pos:R:3:nbo_charge:R:1
C 0.15148 -0.10093 0.20207 0.031
C -0.62939 0.84260 -0.76415 -0.243
C -0.77654 2.10674 -0.37318 -0.423
C 1.57502 -0.29373 -0.17759 0.258
C -0.84024 -1.27028 0.18239 0.249
H -0.71917 0.48738 1.90660 0.497
H -1.61130 0.34894 -1.59935 0.258
H -1.88832 2.82384 -0.69821 0.280
H 0.05458 2.09452 0.52340 0.246
N 2.65127 -0.47151 -0.66454 -0.233
N -1.88861 -1.79688 -0.34285 -0.252
O 0.24295 0.30221 1.56275 -0.667
```

ΔE to the lowest compared entry with this formula, charge and spin ... 143.8 kcal per mole
Max |F| ... 10.9 eV/Å
HOMO level ... -11.03 eV
HOMO-LUMO gap ... 0.3808 hartree
Charge ... 0

=====

Entry from OMol25: the molecule C5H4N2O (ωB97M-V with the def2-TZVPD basis set).

```
12
Properties=species:S:1:pos:R:3:nbo_charge:R:1
C 0.52630 1.21788 -1.94507 -0.170
C 0.27386 0.66305 -0.90767 -0.006
C -0.13081 0.09241 0.35699 -0.468
C 0.79692 0.33207 1.51472 0.093
N 1.10641 -0.71761 2.10884 -0.212
N 0.46335 -1.74277 1.49263 -0.362
C -0.26850 -1.34937 0.48262 0.541
O -1.18542 -2.13138 -0.10430 -0.632
H 0.77146 1.57630 -2.83879 0.217
H -1.07974 0.53886 0.79296 0.296
H 1.20923 1.27203 1.62564 0.197
H -0.95554 -3.03360 0.28064 0.506
```

ΔE to the lowest compared entry with this formula, charge and spin ... 76.5 kcal per mole
Max |F| ... 4.1 eV/Å
HOMO level ... -9.66 eV
HOMO-LUMO gap ... 0.3735 hartree
SMILES string ... C#C[C@@H]1C=NN=C1O
Charge ... 0